Formula: C3H6N2S2
Source: the Open Molecules 2025 dataset
Level of theory: ωB97M-V with the def2-TZVPD basis set

Results
- F_max (hartree/bohr) = 0.11394
- energy relative to the best compared isomer or geometry (same formula, charge and spin) (kcal/mol) = 109.1
- net charge = 0
- orbital gap (eV) = 7.41
- E_HOMO (eV) = -7.47

Last column: Mulliken charge in e.
Geometry (Å):
C 0.43 -1.15 -2.18  -0.2632
C -0.09 -0.09 0.34  0.0025
C -0.50 1.03 1.09  -0.9972
N -0.27 -2.14 -2.98  -0.2407
N -1.48 -2.17 -3.08  -0.0911
S -2.46 -1.31 -2.13  -0.0991
S -0.69 -0.07 -1.23  -0.0432
H 1.18 -1.55 -1.50  0.2936
H 1.10 -0.65 -2.95  0.2843
H 0.56 -0.78 0.86  0.3562
H -1.28 1.52 0.36  0.2565
H 0.25 1.70 1.37  0.2789
H -1.18 0.82 2.00  0.2624

Formula: C3H6N2S2
Source: the Open Molecules 2025 dataset
Level of theory: ωB97M-V with the def2-TZVPD basis set

Results
- F_max (hartree/bohr) = 0.11788
- energy relative to the best compared isomer or geometry (same formula, charge and spin) (kcal/mol) = 82.9
- net charge = 0
- orbital gap (eV) = 7.40
- E_HOMO (eV) = -7.70

Last column: Mulliken charge in e.
Geometry (Å):
C 2.19 -0.06 0.00  -1.4480
C 0.76 -0.05 0.28  0.0109
C -2.15 0.57 0.02  0.1145
H 2.68 0.84 0.40  0.3867
H 2.67 -1.02 0.35  0.3418
H 2.51 -0.03 -1.10  0.3576
H 0.47 -0.13 1.30  0.4085
H -2.63 -1.88 -0.06  0.3615
H -3.22 0.51 0.13  0.3376
N -1.82 -0.78 -0.13  -0.3789
N -1.48 1.71 -0.14  -0.4523
S -0.21 -1.32 -0.54  -0.0236
S 0.25 1.64 -0.50  -0.0164

Formula: C3H6N2S2
Source: the Open Molecules 2025 dataset
Level of theory: ωB97M-V with the def2-TZVPD basis set

Results
- F_max (hartree/bohr) = 0.10150
- energy relative to the best compared isomer or geometry (same formula, charge and spin) (kcal/mol) = 67.9
- net charge = 0
- orbital gap (eV) = 9.15
- structure (SMILES) = N[C@H]1CN(S)C1=S
- E_HOMO (eV) = -8.66

Last column: Mulliken charge in e.
Geometry (Å):
C 0.88 0.07 -0.36  -0.0624
C 0.17 0.21 1.02  -0.4364
C -0.41 -0.55 -0.90  0.0457
H 0.24 1.87 -1.47  0.2893
H 1.76 1.87 -0.20  0.2599
H 1.76 -0.55 -0.32  0.3240
H -0.28 1.28 1.25  0.2661
H 0.65 -0.32 1.85  0.2642
H -1.85 -2.61 1.08  0.1468
N 1.26 1.32 -0.98  -0.6378
N -0.88 -0.57 0.42  -0.0341
S -2.38 -1.34 1.02  -0.1310
S -0.93 -0.69 -2.41  -0.2943